Record 1
# C4B3CaF24O12S4

C4B3CaF24O12S4 as an isolated structure at a distorted geometry (the ωB97M-V functional and the def2-TZVPD basis, the OMol25 dataset).

```
48
Properties=species:S:1:pos:R:3:forces:R:3
Ca 7.5275 -15.5409 11.8735 -0.149 -0.005 -0.318
B 11.3501 -13.3180 10.0243 0.245 0.650 -2.144
F 11.2750 -12.7244 8.7887 -0.448 1.174 -2.293
F 11.1768 -14.6474 9.7805 0.204 -2.615 0.558
F 12.5292 -12.8935 10.5144 2.251 -0.214 1.710
F 10.3235 -12.8877 10.7722 -2.660 0.706 2.394
B 4.0495 -12.4866 7.5661 0.619 -0.184 0.635
F 4.7837 -13.2835 8.3942 1.710 -1.683 1.551
F 2.9680 -13.2160 7.1888 -1.594 -0.562 -1.376
F 3.6871 -11.3976 8.2837 -1.204 2.279 1.116
F 4.8811 -12.0484 6.5637 0.578 0.276 -1.986
B 6.6072 -19.4421 7.3871 -3.439 -2.632 1.354
F 6.9627 -18.7260 6.3593 2.485 1.748 -3.402
F 7.0944 -20.7273 7.5852 1.819 -0.966 -0.596
F 6.7077 -18.7726 8.5347 1.222 2.178 3.093
F 5.2291 -19.6789 7.2207 -1.897 -0.274 -0.526
C 13.1448 -16.5169 16.6358 -3.679 0.649 -0.019
F 14.0221 -16.4783 17.6101 1.182 0.641 0.787
F 13.7004 -16.2333 15.4750 0.878 0.269 -0.559
F 12.7343 -17.7880 16.5900 -0.215 -0.662 -0.275
S 11.5443 -15.3290 16.9315 1.595 1.193 1.567
O 10.7936 -15.2256 15.7344 -0.673 -0.827 -2.418
O 10.8192 -15.9617 18.0056 0.547 -0.439 0.481
O 12.1858 -14.0495 17.2380 0.401 -0.772 0.453
C 9.6354 -22.8360 14.2541 -3.223 1.741 0.735
F 10.2748 -22.6979 15.4395 -0.230 -0.793 -0.366
F 10.4989 -22.6732 13.3060 1.369 0.052 -1.206
F 9.0883 -24.0785 14.0999 0.731 0.517 0.751
S 8.1353 -21.4550 14.0993 -3.812 -0.040 1.811
O 7.1497 -22.0795 13.2204 1.562 -0.520 -0.118
O 7.4960 -21.2563 15.4396 2.262 -0.933 -1.238
O 8.6929 -20.2298 13.5851 1.438 -0.051 -0.297
C 0.9980 -17.8277 14.4264 1.396 -0.236 0.857
F -0.1211 -18.4839 14.2995 -2.027 -0.358 0.380
F 0.7857 -16.6133 14.9887 0.084 -1.066 -0.108
F 1.7613 -18.6092 15.2875 -0.525 1.330 -0.735
S 1.7100 -17.7116 12.7721 2.526 -0.627 -5.603
O 0.9448 -16.8296 11.9082 -1.473 0.212 1.533
O 3.0345 -17.1704 12.9497 0.782 0.207 1.578
O 1.7512 -19.0557 12.1619 -0.739 0.529 2.149
C 3.3694 -12.0475 17.2869 -0.753 -1.603 -2.172
F 3.3901 -13.4340 17.5284 0.358 2.152 -0.214
F 2.1418 -11.6426 17.6140 -0.493 0.061 0.040
F 4.1854 -11.4283 18.1072 0.901 -0.074 0.332
S 3.6701 -11.6498 15.3285 -1.012 1.087 -4.164
O 3.8091 -10.1867 15.1553 0.073 -0.976 2.068
O 4.8593 -12.3611 14.8958 0.464 -0.395 1.567
O 2.5076 -12.0882 14.5206 0.561 -0.140 2.633
```
Forces are in eV/Å.

The total energy is -5797.47029 Ha. As for the net charge: -5. The energy above the lowest of the compared OMol25 structures with the same formula, charge and spin is 543.2 kJ/mol. For the LUMO energy, the calculation gives 0.160 hartree.

=====

Record 2
# C14H44N3O8

C14H44N3O8 as an isolated structure at a distorted geometry (the ωB97M-V functional and the def2-TZVPD basis, the OMol25 dataset).

```
69
Properties=species:S:1:pos:R:3:forces:R:3
N 24.0381 -10.1144 18.9759 -8.575 4.064 -0.882
H 23.0589 -9.9769 18.7699 3.297 -1.499 0.707
H 24.2837 -11.0044 19.3854 -4.825 1.958 -0.394
H 24.3239 -9.3042 19.5069 -0.496 -2.592 -0.499
H 24.5927 -9.9754 18.1433 -3.559 -1.039 2.139
C 20.9225 -8.3854 17.3144 -1.151 -1.473 1.045
C 21.5599 -9.3428 18.4173 -0.933 2.427 -1.967
C 21.8821 -10.6739 17.8033 -0.715 -2.013 0.310
O 23.0176 -10.8761 16.9623 -1.155 -0.029 0.846
C 22.7398 -10.9122 15.6262 -0.870 1.488 -1.187
N 22.6869 -8.6549 19.1294 -9.965 5.083 0.979
H 21.6119 -7.9809 16.5733 0.083 0.199 0.298
H 20.2073 -7.6827 17.7420 0.834 0.801 0.304
H 20.1690 -8.9624 16.7785 0.295 -0.463 -0.515
H 20.8167 -9.6153 19.1666 -0.274 0.136 -0.272
H 20.9155 -10.9419 17.3766 0.208 -0.436 -0.792
H 22.0135 -11.3500 18.6481 -0.116 0.383 -0.983
H 22.1241 -10.0365 15.4209 -0.790 -0.207 -0.516
H 22.2551 -11.8348 15.3069 0.263 -0.021 -0.307
H 23.6236 -10.6025 15.0683 0.467 -0.911 -0.300
H 22.8389 -7.8247 18.5745 -0.937 -1.023 0.860
H 22.1312 -8.2913 19.8904 -0.432 0.236 0.615
C 22.0870 -15.0903 19.2433 -0.980 1.844 0.265
C 22.2352 -13.4604 19.2225 -1.957 -1.900 -2.304
C 21.5667 -12.7017 20.3776 1.543 -0.087 0.222
O 22.1634 -11.3337 20.4811 -6.461 -5.019 0.162
C 21.3375 -10.6038 21.4671 -1.881 -0.320 -1.690
N 23.5732 -13.1902 18.8055 0.642 -0.647 1.118
H 22.9321 -15.6627 18.8606 0.532 0.456 0.497
H 21.3266 -15.3853 18.5202 -0.435 0.123 0.374
H 21.7894 -15.3645 20.2554 0.125 -0.516 -0.135
H 21.7039 -13.2167 18.3025 -0.919 0.133 0.295
H 21.7866 -13.1774 21.3333 0.008 -0.223 0.204
H 20.4886 -12.7687 20.2315 -0.119 0.544 -0.048
H 20.2839 -10.7099 21.2084 -0.275 -0.771 0.099
H 21.4710 -9.5348 21.3013 0.078 -0.395 0.734
H 21.4838 -10.9710 22.4829 0.188 0.250 0.049
H 23.9807 -14.0370 19.1754 1.387 0.505 -0.088
H 23.9744 -12.3659 19.2296 -0.745 -1.174 0.030
C 24.8284 -8.0008 16.8948 -0.193 0.509 0.995
C 25.8023 -9.1105 17.4594 3.212 2.764 -3.548
O 25.3099 -10.3871 17.3693 5.104 -2.020 -7.940
O 24.1581 -7.4805 18.0338 -2.693 5.010 -8.016
H 24.0847 -8.3412 16.1742 0.107 -0.808 -0.105
H 25.1954 -7.0715 16.4592 1.423 -0.694 -0.586
H 26.1380 -8.9377 18.4819 0.342 -0.139 -0.941
H 26.6213 -9.0752 16.7409 0.618 0.296 0.267
H 24.8551 -10.3613 16.5243 -0.146 -0.956 -0.246
H 23.5021 -6.8556 17.7165 -0.232 1.029 -1.300
C 24.3431 -7.8750 20.6494 1.716 2.089 0.813
C 24.3214 -9.1650 21.4668 0.473 0.909 0.255
O 23.3475 -10.0659 21.0414 4.742 3.425 4.551
O 25.0849 -8.0281 19.4420 5.757 -1.157 8.540
H 24.8643 -7.1044 21.2174 -0.061 -0.088 0.466
H 23.3720 -7.4757 20.3569 0.576 0.363 1.222
H 24.1911 -8.8798 22.5107 -0.101 0.116 0.190
H 25.2490 -9.7334 21.3994 0.770 0.752 0.140
H 23.3755 -10.7188 21.7446 0.067 -0.145 -0.121
H 25.4893 -7.2398 19.0723 -0.151 0.275 1.217
C 26.1029 -12.2972 19.0432 3.277 -3.105 -0.092
C 27.5210 -12.2735 19.7571 -4.055 -4.719 -0.588
O 27.9070 -11.0322 19.7292 2.510 4.809 0.029
O 25.3468 -11.2144 19.4566 14.229 -8.824 4.221
H 25.6506 -13.2748 19.2103 0.051 0.497 0.533
H 26.2633 -12.3157 17.9652 -0.046 0.579 -0.144
H 28.1390 -13.0059 19.2378 0.371 0.034 0.177
H 27.3177 -12.6017 20.7765 0.436 -0.005 0.228
H 28.4105 -10.8943 18.9236 0.145 0.478 -0.036
H 26.0182 -10.6133 19.7876 0.366 0.852 0.549
```
Forces are in eV/Å.

The total energy is -1324.76501 Ha. As for the net charge: +1. The energy above the lowest of the compared OMol25 structures with the same formula, charge and spin is 2554.2 kJ/mol. For the LUMO energy, the calculation gives -0.076 hartree.

=====

Record 3
# C4H15N2OS

A 4-piece molecular cluster, C4H15N2OS overall at a distorted geometry (the ωB97M-V functional and the def2-TZVPD basis, the OMol25 dataset).

```
23
Properties=species:S:1:pos:R:3:forces:R:3
N 4.1611 0.7890 1.4003 1.191 -1.397 -0.175
C -2.3559 0.5686 -0.1069 1.346 1.534 1.201
C -2.1305 0.9238 1.1693 -0.045 -0.832 1.021
C 0.9780 -0.2600 0.5398 0.703 -5.119 -1.765
S 0.9853 -1.7992 -0.3540 0.291 2.169 0.683
C -3.6778 0.3020 -0.6766 -0.854 -1.632 -0.729
N -3.3945 -0.8972 -1.5376 -0.518 0.303 0.135
H 3.2038 0.5491 1.2443 0.028 1.006 0.246
H 4.7734 0.1342 0.9305 -0.109 0.047 0.153
H 4.5974 1.6922 1.4553 -0.953 0.363 -0.083
H -1.4683 0.4629 -0.7567 -0.822 0.520 -0.098
H -1.1401 1.2402 1.5453 -0.409 -0.191 -0.402
H -2.8796 0.7696 1.9928 0.530 0.609 -1.097
H 0.5948 -0.5804 1.4975 0.383 1.601 0.697
H 1.7853 0.2881 0.0583 -1.194 1.949 0.338
H 1.3178 -2.3817 0.8094 -0.901 -0.706 0.216
H -4.4247 0.1314 0.1160 0.397 -0.503 -0.052
H -4.2078 1.1088 -1.2124 0.989 -0.039 -0.219
H -3.5900 -0.7519 -2.5191 -0.163 0.021 0.128
H -3.8256 -1.7603 -1.2314 -0.153 0.276 0.028
H 2.8901 -0.5276 -1.3106 0.304 -0.276 -0.456
H 4.0363 0.4343 -1.3612 0.316 -0.066 -0.217
O 3.7716 -0.4363 -1.6922 -0.358 0.362 0.444
```
Forces are in eV/Å.

The total energy is -743.85774 Ha. As for the net charge: +1. The energy above the lowest of the compared OMol25 structures with the same formula, charge and spin is 671.1 kJ/mol. For the LUMO energy, the calculation gives -0.303 hartree.

=====

| no. | HOMO energy (eV) |
| --- | --- |
| 1 | 0.8 |
| 2 | -9.9 |
| 3 | -12.5 |